# 1
{
  "formula": "C20H30F6FeO15P",
  "method": "ωB97M-V/def2-TZVPD",
  "multiplicity": 5,
  "lumo_energy_ev": [-5.988, -10.353],
  "orbital_gap_ev": [5.8, 1.4],
  "total_charge": 1,
  "energy_ev": -111906.5036,
  "e_homo_ev": [-11.80, -11.80],
  "de_lowest_kj_mol": 1423.82,
  "species": ["C", "O", "H", "H", "O", "C", "H", "F", "O", "C", "O", "C", "Fe", "H", "C", "H", "H", "O", "H", "C", "F", "H", "H", "H", "O", "C", "O", "H", "H", "F", "O", "H", "C", "C", "O", "H", "H", "O", "H", "H", "C", "H", "F", "H", "F", "O", "H", "H", "P", "C", "F", "C", "H", "C", "H", "C", "C", "O", "H", "O", "C", "C", "O", "H", "H", "C", "H", "C", "O", "H", "H", "H", "C"],
  "positions_angstrom": [[0.1432, 0.4337, -7.5240], [-5.8779, -2.1567, 0.1570], [5.7553, 1.6667, 8.0187], [-8.8510, -3.4450, 3.1632], [0.0172, 0.3181, -6.2946], [-7.1542, -2.6511, 0.5505], [3.0383, 1.9427, 9.0727], [7.2476, 2.6286, -0.1300], [3.5317, -8.0585, -0.7612], [5.0551, -9.7978, -0.0277], [-3.7445, -2.4701, 0.9468], [0.8195, 1.2382, -9.5256], [1.6553, 0.2074, -0.5446], [-2.1112, 2.0922, -9.8903], [-5.0337, -2.6226, 1.0215], [-7.3818, -3.5439, 4.0067], [4.6964, -10.8270, -0.0122], [3.3922, -5.7871, -0.0912], [-1.6567, 1.2167, -11.3661], [-4.3273, 7.4290, -0.0945], [5.1825, 1.2661, -2.1809], [-5.3604, 7.4537, 1.8077], [3.0297, 3.6051, 9.7048], [-7.7244, -3.2902, -0.1236], [-4.0023, 6.1081, -0.3745], [-6.9739, -3.5030, 1.7767], [-5.5594, -3.4638, 1.8293], [-2.6931, 0.5307, -10.0463], [5.9527, 2.8295, 6.6126], [6.3908, 0.7158, -0.3655], [3.0252, 2.9252, 6.9208], [1.8435, -9.0297, 0.9675], [-3.1829, 8.2180, 0.4836], [-5.5747, 7.3937, 0.7407], [4.6226, 1.4605, 6.4335], [0.8464, 2.2866, -9.8227], [5.6110, -9.5223, -0.9238], [2.7393, 1.2279, 5.1923], [-7.8832, -1.8824, 0.8070], [5.5349, -9.5304, 0.9138], [3.5923, -9.2497, -0.1426], [3.3045, -9.5318, 1.9622], [7.3330, 1.5832, -2.0570], [-6.1363, 8.3240, 0.6560], [4.8185, 2.5545, -0.3065], [3.2679, -7.5845, 1.3188], [4.4337, 2.5471, 9.9285], [-0.3071, -0.4691, -10.1148], [6.1361, 2.0929, -1.1347], [4.1258, 3.2061, 7.7514], [5.9239, 3.3835, -2.0738], [5.2699, 2.3107, 7.2854], [-3.0162, 9.0630, -0.1844], [3.5637, -7.0174, 0.1537], [2.9770, -9.8487, -0.8139], [-2.6858, 6.0322, 0.0241], [2.9171, -8.9399, 1.1330], [-2.2130, 7.2170, 0.4925], [1.4330, 0.6760, -10.2296], [-1.9840, 5.0044, -0.0861], [-1.8120, 1.1238, -10.2912], [-0.5541, 0.4849, -9.6490], [1.2193, 0.9653, -8.1719], [4.2874, 4.2839, 7.7363], [-6.3520, 6.6652, 0.5099], [3.6425, 2.8350, 9.2362], [-3.5155, 8.5927, 1.4516], [3.3624, 1.7853, 6.1020], [-0.7929, 0.2482, -8.3069], [-7.2993, -4.5183, 1.5503], [-4.4906, 7.8286, -1.0954], [-7.6855, -2.0969, 3.2627], [-7.8014, -3.1643, 3.0750]],
  "forces_ev_per_a": [[2.6531, 1.7531, 5.8891], [-1.9602, 0.7051, -0.8685], [0.1263, 0.6522, 0.2947], [0.0611, -0.0613, -0.9893], [1.2417, -0.0544, -2.8203], [-3.0401, 0.3171, 0.2700], [-0.1830, -0.0287, 0.3039], [-0.5645, 1.5474, -0.2711], [1.1289, 5.3493, -1.9230], [-2.4596, -0.1947, -0.0340], [-5.8775, -0.0476, 0.4149], [-0.4318, -1.0981, -1.2661], [0.0207, 0.0486, -0.0045], [0.7007, 0.2470, 0.1084], [8.5268, 0.1245, -1.3556], [0.5081, -0.6570, -0.3305], [1.4684, -0.6420, 0.0417], [1.9646, -4.9577, 0.7474], [-0.2229, -0.1043, 0.0324], [-3.6963, 1.2821, -1.6953], [-0.1114, -0.3926, 0.1057], [0.2428, -0.8350, 0.1438], [0.0278, 0.0078, -0.2621], [0.9204, 0.3377, -1.1225], [3.7635, -0.8083, 1.3344], [-1.3239, -1.1926, 0.7005], [-0.2282, -1.6724, 3.5692], [0.2153, -0.5108, -0.3895], [0.5994, 0.3317, 0.7042], [-1.4190, -1.1813, 0.8526], [-0.2146, -2.2703, -2.7150], [-0.1384, 0.1214, 0.5788], [-1.7475, -0.3311, -0.2890], [-1.1695, 1.6971, 0.6849], [-1.7176, -2.7138, -2.1183], [-0.1567, 0.0960, 0.6324], [0.0680, -0.3052, 0.2133], [1.3584, 2.1919, 3.3612], [0.5329, 0.7659, -0.3039], [0.0621, 0.0824, -0.2067], [1.3835, -1.9409, -0.3413], [-0.4038, 0.1176, 0.0998], [1.2933, -0.0667, -1.6938], [0.0974, 0.4252, -0.4420], [1.3497, -0.9896, 0.1373], [0.6266, 1.0187, 1.5098], [0.2589, 0.2635, -0.1968], [-0.4557, -0.1036, -0.1688], [-1.7209, 1.5056, -0.0954], [-0.5527, 0.3549, 3.6876], [1.0269, -0.5081, 0.9874], [0.1544, 1.1836, -0.2279], [0.8826, -0.1373, 0.1762], [-3.8264, 3.0011, -1.8148], [0.2404, -0.7523, 0.3673], [1.9896, -3.9475, -1.0467], [-0.1271, -0.8357, 0.7551], [1.3299, -0.8653, 0.2468], [0.6846, 0.3791, 0.2982], [-2.4316, 3.7062, 0.5732], [0.6269, -0.1033, 0.4250], [0.3638, 1.2360, -0.9668], [-0.0100, 0.1496, -0.1985], [0.3915, -0.1548, -0.4076], [0.6401, -0.4480, -0.0932], [0.3182, -0.2644, -1.2942], [0.8365, -0.1438, 0.3742], [-0.5676, 0.4412, -1.1944], [-5.1793, -1.8879, -1.4986], [0.6084, -0.2330, -0.1370], [-0.6925, 0.3575, 0.0265], [-0.4610, 0.3208, -0.1859], [1.7970, 1.3226, 0.3206]]
}

---

# 2
{
  "formula": "H28N6O18S4",
  "method": "ωB97M-V/def2-TZVPD",
  "lumo_energy_ev": 4.081,
  "orbital_gap_ev": 6.8,
  "total_charge": -2,
  "energy_ev": -89596.0097,
  "e_homo_ev": -2.70,
  "species": ["S", "O", "H", "N", "O", "H", "O", "N", "H", "S", "H", "H", "O", "H", "N", "S", "H", "H", "O", "O", "N", "O", "H", "H", "H", "H", "H", "O", "S", "O", "H", "H", "H", "H", "H", "O", "H", "N", "H", "H", "O", "H", "H", "O", "H", "O", "O", "O", "O", "H", "H", "H", "H", "O", "O", "N"],
  "positions_angstrom": [[-0.1194, -3.0502, -1.2455], [-1.5986, -3.0392, -1.2886], [-3.3692, 1.0866, -0.1326], [0.2058, -0.2871, -3.9646], [3.3118, -0.1119, 3.6381], [-1.0332, 0.7009, 0.5638], [4.3191, -0.5542, -0.1193], [-0.1335, 0.3542, 0.1582], [-4.4971, 0.5848, -1.2873], [-0.8454, 2.6909, -2.5625], [1.2218, -2.9205, 1.0713], [0.7364, 0.4455, 0.7236], [0.4331, -2.5249, -2.4914], [0.0634, -1.2066, -3.4887], [1.4398, -3.0776, 2.0802], [-3.0687, 0.5677, 2.3829], [3.5137, -0.3904, 0.4303], [-3.2239, 1.6371, -1.7212], [-4.4451, 1.0957, 2.3156], [-0.9369, 3.5939, -1.4160], [-3.9259, 1.3609, -0.9865], [0.3285, -2.2213, -0.1053], [1.6682, 1.8273, -1.7803], [2.9358, 1.6873, 1.4833], [2.6111, 3.3950, 1.6497], [-4.4637, 2.1866, -0.7473], [-2.4382, -2.5876, 0.1428], [-3.0609, -0.7444, 3.0378], [2.0559, 0.0456, 2.8896], [-2.1965, 2.1804, -2.8132], [0.6262, -3.4680, 2.5481], [3.0291, 2.6676, 0.1436], [-3.6931, -1.8892, 0.9233], [-2.2147, -1.1147, 0.9665], [-0.1565, -0.6542, 0.0742], [1.3429, 1.2568, 3.2714], [-0.6426, -0.2633, -4.5247], [-2.6909, -2.0348, 1.0020], [0.2439, 0.5124, -3.2660], [1.3185, -2.1031, 2.4771], [0.3856, -4.3893, -0.9722], [-2.5578, -2.5293, 1.8758], [1.0407, -0.2000, -4.5299], [-2.5886, 0.3622, 0.9894], [-0.0420, 0.7553, -0.7986], [-0.3953, 3.3639, -3.7706], [1.2698, -1.2001, 3.0569], [0.1233, 1.6088, -2.2216], [2.2851, 0.2268, 1.4224], [4.9495, 0.1060, 0.1758], [2.3187, -3.5305, 2.2749], [4.1068, 2.9013, 1.3328], [2.8925, 0.8910, -1.5680], [-2.1827, 1.5237, 3.0087], [2.6140, 1.8096, -1.4783], [3.1295, 2.6669, 1.1699]],
  "forces_ev_per_a": [[-0.0980, -2.0948, 0.7239], [-0.6203, 0.3407, -0.2674], [0.0449, -0.4724, 0.5765], [-0.7666, -0.4665, -0.6159], [-0.0712, -0.0027, -0.8526], [0.7862, -0.1226, 0.3263], [-0.1253, 0.0536, -0.2959], [0.1190, 0.9975, -0.1510], [-0.1915, 0.0568, 0.0678], [-0.9934, 4.4457, 0.2095], [-0.0699, -0.5702, -0.0653], [-0.5086, 0.6949, -0.1825], [0.1737, 0.9134, -1.4320], [1.2265, -0.5360, 0.8654], [-0.4024, -5.0253, -2.6134], [-1.6069, 1.8806, 3.7980], [0.2372, -0.1408, 0.0586], [0.3623, 0.2285, -0.5238], [-0.2164, -0.2354, -0.7555], [0.5376, -0.3058, 0.2542], [0.1072, 0.5900, -0.0845], [0.0165, 1.2226, 0.6007], [0.2121, 0.2097, 0.0928], [-0.8022, -0.6435, 0.1159], [-0.6864, -0.4127, -0.0485], [-0.2434, -0.1616, 0.0377], [0.7037, -0.0329, 0.2830], [0.0248, -0.3991, 0.2904], [0.5396, 1.5173, 2.5449], [-1.1533, -2.0985, -0.3567], [0.3853, -0.8367, -0.3140], [-0.7491, -0.2047, -0.3407], [0.1373, 0.5655, 0.4001], [-0.4335, 0.2031, 0.2902], [-0.2427, -1.0850, -0.3414], [-0.0940, -0.3244, 0.3186], [0.1723, 0.8878, -0.2783], [-0.5474, -2.8960, -1.5673], [-0.6020, 0.3615, 0.4221], [1.1239, 0.4171, -0.3249], [0.0229, -0.6459, -0.3372], [0.3033, 0.2602, 0.0180], [-0.0668, -0.5230, -0.1738], [0.5361, 0.4431, -2.7530], [0.1673, 0.0096, 0.6485], [0.6970, -0.2861, -0.5686], [-1.4908, 5.4060, 3.3189], [0.7518, -1.7322, -0.1567], [1.0861, -0.5006, -1.3257], [0.0478, -0.0372, 0.1140], [-0.1615, -0.1544, 0.0753], [0.0635, -0.2565, 0.1836], [0.1555, -0.0807, 0.2511], [0.4277, 0.0859, 0.1320], [0.1637, 0.1629, -0.0465], [1.6108, 1.3305, -0.2450]]
}

---

# 3
{
  "formula": "C28H27CaFN7O8S",
  "method": "ωB97M-V/def2-TZVPD",
  "lumo_energy_ev": 1.790,
  "orbital_gap_ev": 7.1,
  "total_charge": -1,
  "energy_ev": -88287.0988,
  "e_homo_ev": -5.33,
  "de_lowest_kj_mol": 0.00,
  "species": ["H", "C", "C", "C", "N", "H", "N", "C", "C", "C", "H", "H", "C", "C", "C", "C", "C", "N", "C", "H", "O", "N", "O", "C", "S", "H", "Ca", "C", "O", "C", "H", "H", "H", "C", "C", "C", "O", "H", "O", "H", "N", "H", "N", "N", "C", "H", "H", "H", "C", "H", "O", "O", "C", "H", "H", "O", "C", "H", "H", "C", "H", "H", "F", "C", "H", "C", "H", "H", "H", "H", "C", "C", "C"],
  "positions_angstrom": [[5.4074, 0.7877, 2.7818], [-0.2737, -3.6928, 0.1647], [-0.9598, -3.2400, 2.9898], [2.2216, -0.7160, 2.3212], [-5.8891, 2.0081, -3.0352], [0.1820, 0.9564, -5.3550], [0.3442, 0.8976, -1.5240], [4.6671, -2.0967, 0.0710], [0.2791, -2.7179, -1.9414], [0.2442, 0.9374, -4.2746], [0.6638, -2.7991, -2.9472], [-4.5502, 1.8242, 0.5702], [-0.0424, -1.4787, -1.4011], [0.7666, 3.2692, -1.3464], [-1.2354, 0.8193, 4.1672], [-5.5409, 1.9851, -1.6924], [-3.4892, 1.0144, -2.4614], [4.7927, -0.9020, -0.7669], [-1.1716, -2.9528, 4.3269], [-6.7932, 2.4116, -3.2300], [-6.2922, 2.4048, -0.8378], [-0.9911, -0.9152, 2.4917], [-2.5140, 3.3596, -0.8043], [0.1280, -0.2336, -2.2046], [3.9987, 1.4806, -1.5902], [3.7516, -2.0741, 0.6634], [0.1709, 0.7816, 0.9801], [2.1346, 0.6283, 3.1548], [2.0271, -0.5925, 1.0589], [-5.1534, 1.5870, -4.1366], [5.5272, -2.2271, 0.7253], [-0.1447, -1.1692, -4.1242], [-1.2311, -3.7565, 5.0499], [-3.7611, 1.4700, -0.0881], [-0.8709, -2.1864, 2.0935], [-0.5506, -2.4186, 0.6494], [-5.5862, 1.6727, -5.2664], [1.4400, 3.0384, -0.5192], [2.5848, 0.6275, 4.2936], [4.6363, -2.9520, -0.6029], [-0.4741, -1.3485, -0.1454], [4.7093, -0.7513, 2.3156], [4.7132, 0.7916, 0.8426], [-4.3103, 1.4225, -1.4388], [-1.2837, -1.6404, 4.7325], [6.3113, -0.2704, 1.6925], [-0.3352, -4.5608, 0.8010], [-0.8459, -4.2653, 2.6766], [4.5157, 0.3766, -0.4105], [-2.5119, 0.6509, -2.1692], [-1.6917, 2.0990, 0.8700], [1.5612, 1.6088, 2.5513], [0.5345, 2.0458, -2.1759], [-1.8322, 0.9631, 5.0672], [0.3876, -4.8182, -1.5315], [2.4566, -1.7722, 2.9082], [0.0715, -0.2558, -3.5891], [-1.4261, -1.3844, 5.7735], [4.5702, -1.0336, -1.7389], [-2.5490, 2.4238, -0.0083], [0.6311, 3.0397, -4.0720], [-0.1915, 3.6198, -0.9510], [-3.0483, 0.6237, -4.7200], [-3.8615, 1.0570, -3.7426], [-3.4600, 0.4686, 0.2221], [0.1411, -3.8377, -1.1446], [-0.2218, 1.1816, 4.3630], [-1.6541, 1.4145, 3.3551], [1.2245, 4.0607, -1.9370], [4.3265, 1.7026, 1.0235], [-1.1817, -0.6279, 3.7825], [0.4843, 2.0950, -3.5671], [5.3131, 0.0810, 1.9610]],
  "forces_ev_per_a": [[-0.0182, -0.0010, 0.0002], [0.0237, -0.0351, 0.0183], [-0.0664, 0.0296, 0.0068], [0.0966, -0.2393, -0.0832], [0.0014, -0.0023, -0.0145], [-0.0041, 0.0015, 0.0043], [-0.1566, -0.0731, 0.0747], [-0.0289, 0.0364, -0.0079], [0.0118, -0.0033, -0.0035], [0.0062, -0.0034, -0.0294], [-0.0034, 0.0150, -0.0040], [0.0106, -0.0057, 0.0238], [-0.0658, -0.0826, 0.0099], [-0.0204, -0.0530, 0.0261], [0.0181, -0.0153, -0.0404], [0.0329, -0.0582, 0.0048], [-0.0070, 0.0396, 0.1000], [0.0098, 0.0314, 0.0271], [-0.0097, -0.0185, 0.0686], [-0.0011, 0.0006, -0.0106], [-0.0126, 0.0057, 0.0011], [0.2175, 0.0796, -0.1094], [0.0693, 0.0094, 0.0458], [0.0207, 0.0912, -0.0667], [-0.0308, -0.0601, -0.0729], [0.0006, -0.0196, -0.0054], [0.0894, 0.4847, -0.0255], [0.0422, 0.0213, 0.1512], [-0.3295, -0.0051, 0.1638], [-0.0397, 0.0161, 0.0227], [-0.0001, -0.0105, -0.0169], [0.0049, -0.0046, 0.0106], [0.0041, 0.0061, -0.0005], [0.0531, -0.0658, 0.0113], [0.0676, -0.0591, 0.0237], [-0.0043, -0.0007, -0.0852], [-0.0006, 0.0015, -0.0094], [0.0232, 0.0011, -0.0183], [0.0172, 0.1270, -0.0331], [-0.0282, -0.0016, 0.0025], [0.0740, -0.0557, -0.0311], [-0.0101, 0.0012, 0.0242], [-0.0438, -0.0507, 0.0415], [-0.0327, 0.0582, -0.0075], [-0.0129, 0.0178, 0.0203], [-0.0030, -0.0141, -0.0036], [-0.0031, 0.0113, 0.0172], [-0.0102, 0.0047, -0.0184], [0.0382, 0.0770, 0.0596], [0.0073, 0.0082, -0.0090], [-0.0692, 0.0681, -0.0381], [-0.0463, -0.2312, 0.0698], [-0.0070, 0.0088, 0.0723], [-0.0042, -0.0138, 0.0080], [-0.0003, 0.0009, 0.0034], [0.0412, 0.0001, -0.0286], [-0.0642, -0.0063, 0.0098], [0.0029, -0.0005, -0.0016], [0.0270, -0.0169, -0.0120], [0.0796, -0.1180, -0.1466], [-0.0014, -0.0035, 0.0017], [0.0055, 0.0069, -0.0063], [-0.0088, 0.0059, -0.0032], [0.0308, -0.0333, -0.0584], [-0.0212, -0.0080, -0.0083], [0.0026, 0.0021, -0.0021], [-0.0043, 0.0104, -0.0113], [-0.0067, 0.0077, 0.0093], [-0.0117, 0.0072, -0.0121], [0.0067, 0.0017, 0.0185], [-0.0256, -0.0268, -0.0651], [0.0213, 0.0310, -0.0252], [0.0564, 0.0697, -0.0278]]
}